Record 1
Formula: C4H9NO
Source: the OMol25 dataset
Level of theory: the ωB97M-V functional and the def2-TZVPD basis

Structure (ORCA input):
```
! wB97M-V def2-TZVPD RIJCOSX def2/J DEFGRID3
* xyz 0 1
C -0.116 -0.829 1.454
C 0.485 -0.762 0.053
C 0.532 1.353 -0.378
N -0.650 1.588 -0.936
C -0.600 -0.052 -1.272
O -0.285 -0.362 -2.399
H 0.164 -1.758 1.964
H 0.205 -0.001 2.099
H -1.213 -0.812 1.420
H 0.355 -1.717 -0.460
H 1.573 -0.616 0.082
H 1.365 1.229 -1.065
H 0.769 1.612 0.654
H -1.371 1.777 -0.241
H -1.513 -0.298 -0.702
*
```

Summary:
* ΔE to the lowest compared entry with this formula, charge and spin: 115.3 kcal/mol
* frontier orbital gap: 0.3373 hartree
* lowest unoccupied orbital energy: 0.456 eV
* E_HOMO: -8.72 eV
* total energy: -287.6487 Eh

Atom charges from the natural (NBO) analysis, given in e for atoms 1 to 6:
1. C -0.635
2. C -0.525
3. C 0.035
4. N -0.638
5. C 0.422
6. O -0.647


Record 2
Formula: C4H9NO
Source: the OMol25 dataset
Level of theory: the ωB97M-V functional and the def2-TZVPD basis

Structure (ORCA input):
```
! wB97M-V def2-TZVPD RIJCOSX def2/J DEFGRID3
* xyz 0 1
C 1.290 -0.174 -1.506
N 0.369 0.233 -0.512
C 0.548 0.134 0.948
C -0.904 0.626 0.912
O -1.785 0.533 2.000
C -1.020 -0.236 -0.351
H 1.505 -1.245 -1.457
H 0.869 0.079 -2.486
H 2.215 0.398 -1.367
H 1.310 0.771 1.410
H 0.678 -0.919 1.250
H -0.482 1.475 0.163
H -1.807 -0.399 2.291
H -1.041 -1.325 -0.173
H -1.745 0.049 -1.120
*
```

Summary:
* ΔE to the lowest compared entry with this formula, charge and spin: 93.4 kcal/mol
* frontier orbital gap: 0.3537 hartree
* lowest unoccupied orbital energy: 0.905 eV
* E_HOMO: -8.72 eV
* total energy: -287.6836 Eh

Atom charges from the natural (NBO) analysis, given in e for atoms 1 to 6:
1. C -0.392
2. N -0.448
3. C -0.252
4. C 0.039
5. O -0.699
6. C -0.252


Record 3
Formula: C4H9NO
Source: the OMol25 dataset
Level of theory: the ωB97M-V functional and the def2-TZVPD basis

Structure (ORCA input):
```
! wB97M-V def2-TZVPD RIJCOSX def2/J DEFGRID3
* xyz 0 1
C -1.048 -1.375 -0.608
C -0.198 0.734 0.598
C -0.839 -0.636 0.696
O -0.635 1.566 -0.443
H -0.531 1.068 -1.267
H -0.313 1.283 1.536
H -1.742 -0.609 1.306
H -0.076 -1.672 -1.030
H -1.635 -2.282 -0.440
H -1.560 -0.786 -1.380
C 2.081 0.961 -0.046
N 1.223 0.229 0.575
H 0.338 -1.048 1.096
H 1.890 2.022 -0.242
H 3.045 0.546 -0.350
*
```

Summary:
* ΔE to the lowest compared entry with this formula, charge and spin: 79.1 kcal/mol
* frontier orbital gap: 0.3708 hartree
* lowest unoccupied orbital energy: 0.877 eV
* E_HOMO: -9.21 eV
* total energy: -287.7065 Eh
* structure (SMILES): C=N[C@@H](O)CC

Atom charges from the natural (NBO) analysis, given in e for atoms 1 to 6:
1. C -0.632
2. C 0.196
3. C -0.482
4. O -0.703
5. H 0.469
6. H 0.181


Record 4
Formula: C4H9NO
Source: the OMol25 dataset
Level of theory: the ωB97M-V functional and the def2-TZVPD basis

Structure (ORCA input):
```
! wB97M-V def2-TZVPD RIJCOSX def2/J DEFGRID3
* xyz 0 1
C 0.132 0.273 -1.927
C 0.043 1.444 -0.956
N 0.295 1.043 0.413
C 1.260 0.488 0.881
O 2.145 -0.050 1.435
C -0.837 -1.447 1.774
H -0.080 0.626 -2.940
H -0.587 -0.507 -1.659
H 1.133 -0.173 -1.925
H 0.774 2.213 -1.224
H -0.948 1.902 -0.981
H -1.156 -0.543 1.252
H -1.588 -1.723 2.512
H 0.116 -1.284 2.284
H -0.703 -2.262 1.060
*
```

Summary:
* ΔE to the lowest compared entry with this formula, charge and spin: 23.1 kcal/mol
* frontier orbital gap: 0.4060 hartree
* lowest unoccupied orbital energy: 0.798 eV
* E_HOMO: -10.25 eV
* total energy: -287.7957 Eh
* structure (SMILES): CCN=C=O.C

Atom charges from the natural (NBO) analysis, given in e for atoms 1 to 6:
1. C -0.618
2. C -0.208
3. N -0.562
4. C 0.871
5. O -0.521
6. C -0.863


Record 5
Formula: C4H9NO
Source: the OMol25 dataset
Level of theory: the ωB97M-V functional and the def2-TZVPD basis

Structure (ORCA input):
```
! wB97M-V def2-TZVPD RIJCOSX def2/J DEFGRID3
* xyz 0 1
C 1.225 -0.039 -0.093
C 1.742 1.337 0.254
C -2.857 0.343 -0.450
C -2.693 -0.381 0.662
H 1.856 -1.965 -0.323
H 2.992 -0.877 0.545
H 1.153 2.077 -0.342
H 2.831 1.420 0.045
H 1.581 1.581 1.278
H -1.994 0.631 -1.080
H -3.780 0.780 -0.747
H -1.687 -0.844 0.657
H -3.502 -0.622 1.247
N 2.190 -1.029 -0.066
O 0.089 -0.317 -0.381
*
```

Summary:
* ΔE to the lowest compared entry with this formula, charge and spin: 36.2 kcal/mol
* frontier orbital gap: 0.3744 hartree
* lowest unoccupied orbital energy: 0.822 eV
* E_HOMO: -9.37 eV
* total energy: -287.7748 Eh
* structure (SMILES): CC(N)=O.C=C

Atom charges from the natural (NBO) analysis, given in e for atoms 1 to 6:
1. C 0.686
2. C -0.725
3. C -0.376
4. C -0.418
5. H 0.407
6. H 0.392


Record 6
Formula: C4H9NO
Source: the OMol25 dataset
Level of theory: the ωB97M-V functional and the def2-TZVPD basis

Structure (ORCA input):
```
! wB97M-V def2-TZVPD RIJCOSX def2/J DEFGRID3
* xyz 0 1
C -1.884 -0.101 -0.183
C -0.612 0.723 -0.076
O -0.560 1.191 1.259
C 0.617 -0.053 -0.554
C 1.998 0.441 -0.375
N 1.451 -0.779 0.439
H -2.727 0.482 0.195
H -2.093 -0.396 -1.217
H -1.793 -1.003 0.433
H -0.673 1.597 -0.744
H 0.290 1.003 1.657
H 0.337 -0.746 -1.360
H 1.349 -0.596 1.427
H 2.643 -0.010 -1.144
H 1.656 -1.753 0.243
*
```

Summary:
* ΔE to the lowest compared entry with this formula, charge and spin: 100.4 kcal/mol
* frontier orbital gap: 0.3049 hartree
* lowest unoccupied orbital energy: 0.590 eV
* E_HOMO: -7.71 eV
* total energy: -287.6725 Eh

Atom charges from the natural (NBO) analysis, given in e for atoms 1 to 6:
1. C -0.621
2. C 0.079
3. O -0.710
4. C -0.117
5. C -0.426
6. N -0.599


Record 7
Formula: C4H9NO
Source: the OMol25 dataset
Level of theory: the ωB97M-V functional and the def2-TZVPD basis

Structure (ORCA input):
```
! wB97M-V def2-TZVPD RIJCOSX def2/J DEFGRID3
* xyz 0 1
C 0.195 0.093 -1.682
C -0.607 -0.496 0.376
C 0.254 -1.700 0.563
C -0.288 0.666 1.207
O -0.183 0.464 2.414
N -0.222 1.937 0.677
H 1.093 0.487 -1.212
H -0.259 0.837 -2.343
H 0.395 -0.838 -2.215
H -0.713 -0.170 -0.953
H 0.048 -1.990 1.601
H -0.040 -2.532 -0.083
H 1.340 -1.538 0.494
H -0.665 2.115 -0.212
H -0.348 2.665 1.369
*
```

Summary:
* ΔE to the lowest compared entry with this formula, charge and spin: 94.1 kcal/mol
* frontier orbital gap: 0.3181 hartree
* lowest unoccupied orbital energy: 0.262 eV
* E_HOMO: -8.39 eV
* total energy: -287.6825 Eh

Atom charges from the natural (NBO) analysis, given in e for atoms 1 to 6:
1. C -0.723
2. C -0.067
3. C -0.706
4. C 0.544
5. O -0.619
6. N -0.836


Record 8
Formula: C4H9NO
Source: the OMol25 dataset
Level of theory: the ωB97M-V functional and the def2-TZVPD basis

Structure (ORCA input):
```
! wB97M-V def2-TZVPD RIJCOSX def2/J DEFGRID3
* xyz 0 1
C 2.017 0.672 -0.883
C 0.632 0.126 -1.208
N -0.033 -0.426 -0.042
C -1.242 0.043 0.387
O -1.854 0.917 -0.206
C -1.808 -0.609 1.634
H 2.462 1.131 -1.772
H 2.692 -0.123 -0.545
H 1.958 1.428 -0.095
H -0.027 0.920 -1.568
H 0.696 -0.632 -1.999
H 0.429 -1.153 0.482
H -1.044 -0.975 2.326
H -2.449 -1.449 1.348
H -2.429 0.130 2.142
*
```

Summary:
* ΔE to the lowest compared entry with this formula, charge and spin: 4.8 kcal/mol
* frontier orbital gap: 0.3874 hartree
* lowest unoccupied orbital energy: 0.922 eV
* E_HOMO: -9.62 eV
* total energy: -287.8248 Eh
* structure (SMILES): CCNC(C)=O

Atom charges from the natural (NBO) analysis, given in e for atoms 1 to 6:
1. C -0.613
2. C -0.230
3. N -0.620
4. C 0.675
5. O -0.630
6. C -0.709